C42H36BF4O26 | wB97M-V/def2-TZVPD

Calculated values
* net charge: -1
* 2S+1: 1
* HOMO-LUMO gap: 6.240 eV
* HOMO energy: -7.124 eV
* LUMO: -0.9 eV
* energy above the lowest of the compared OMol25 structures with the same formula, charge and spin: 43.46 kcal/mol

Each line ends with the Löwdin charge.
Cartesian coordinates (Å):
B (-0.147, -0.056, 0.553)  -1.2471
F (-0.890, -1.136, 1.005)  0.1370
F (-0.590, 0.312, -0.742)  0.1187
F (-0.186, 0.963, 1.498)  0.1481
F (1.179, -0.519, 0.483)  0.1095
C (2.475, 1.767, -4.440)  0.1025
C (3.634, 2.789, -4.796)  -0.0681
C (4.471, 3.243, -3.719)  -0.4905
O (5.448, 3.905, -4.008)  0.0921
C (4.199, 2.862, -2.414)  0.1026
C (3.055, 1.825, -2.096)  -0.1179
C (2.338, 1.210, -3.150)  -0.3700
O (1.402, 0.380, -2.823)  0.0520
O (2.921, 1.443, -0.843)  0.1820
O (3.776, 3.253, -6.082)  0.1359
H (1.694, 1.382, -5.204)  0.1375
H (4.872, 3.451, -1.713)  0.1435
H (2.307, 0.828, -0.687)  0.0152
H (4.540, 3.715, -6.182)  0.0542
C (-2.117, 2.291, -7.143)  0.1091
C (-2.013, 0.809, -7.514)  -0.1489
C (-1.672, -0.195, -6.632)  -0.5130
O (-1.762, -1.331, -6.935)  0.1543
C (-1.376, 0.195, -5.310)  0.1103
C (-1.315, 1.720, -4.927)  -0.0450
C (-1.825, 2.798, -5.847)  -0.4088
O (-2.086, 3.939, -5.560)  0.1375
O (-1.125, 2.308, -3.661)  0.1159
O (-2.272, 0.534, -8.837)  0.0910
H (-2.292, 2.949, -7.982)  0.1129
H (-0.922, -0.448, -4.482)  0.1379
H (-0.594, 1.938, -3.063)  0.0147
H (-2.481, -0.380, -8.883)  0.0860
C (-3.203, 2.273, 4.581)  0.0770
C (-2.478, 1.083, 4.026)  -0.0907
C (-1.351, 0.470, 4.835)  -0.4227
O (-0.913, -0.562, 4.486)  0.1447
C (-1.097, 1.135, 6.125)  0.1247
C (-1.860, 2.410, 6.697)  -0.1502
C (-2.924, 2.957, 5.879)  -0.3381
O (-3.684, 3.922, 6.245)  0.0459
O (-1.479, 3.078, 7.768)  0.1717
O (-2.767, 0.425, 2.801)  0.0799
H (-4.042, 2.629, 3.913)  0.1341
H (-0.215, 0.713, 6.643)  0.0999
H (-0.940, 2.630, 8.280)  0.0431
H (-2.076, -0.141, 2.567)  0.0222
C (2.427, -4.628, -1.685)  0.0961
C (2.669, -3.383, -0.897)  -0.1608
C (3.780, -2.497, -1.232)  -0.3520
O (4.021, -1.387, -0.603)  0.0377
C (4.650, -2.855, -2.256)  0.0512
C (4.404, -4.049, -3.194)  -0.0567
C (3.138, -4.912, -2.925)  -0.3246
O (2.941, -5.798, -3.786)  0.0775
O (5.117, -4.408, -4.357)  0.0853
O (1.893, -3.125, 0.174)  0.0810
H (1.851, -5.409, -1.285)  0.0962
H (5.609, -2.246, -2.343)  0.1359
H (5.806, -3.767, -4.333)  0.0846
H (2.010, -2.124, 0.306)  0.1096
C (-3.987, -6.035, 0.091)  0.1056
C (-3.147, -6.032, -1.185)  -0.1415
C (-2.033, -5.043, -1.411)  -0.3818
O (-1.405, -5.064, -2.452)  0.0986
C (-1.722, -4.138, -0.269)  0.1212
C (-2.649, -4.077, 0.963)  -0.0915
C (-3.659, -5.071, 1.170)  -0.3757
O (-4.348, -5.034, 2.239)  0.0692
O (-2.370, -3.177, 2.050)  0.0800
O (-3.440, -7.030, -2.126)  0.0334
H (-4.809, -6.704, 0.286)  0.1040
H (-0.930, -3.478, -0.503)  0.0883
H (-1.840, -2.470, 1.757)  0.0307
H (-2.736, -6.533, -2.725)  0.1425
C (2.114, 5.032, 3.509)  0.1157
C (0.974, 4.185, 2.791)  -0.1499
C (-0.371, 4.488, 3.089)  -0.4179
O (-1.229, 3.816, 2.555)  0.1243
C (-0.716, 5.434, 4.128)  0.0741
C (0.336, 6.264, 4.774)  -0.1229
C (1.810, 5.983, 4.547)  -0.4045
O (2.616, 6.377, 5.371)  0.0943
O (0.059, 7.383, 5.558)  0.0749
O (1.338, 3.248, 1.922)  0.1080
H (3.110, 4.990, 3.097)  0.0994
H (-1.739, 5.929, 4.394)  0.1499
H (-0.848, 7.648, 5.556)  0.0931
H (0.576, 2.699, 1.570)  0.1248
C (-3.416, -1.408, -1.584)  -0.0006
C (-4.888, -1.188, -1.070)  -0.3989
O (-5.625, -0.350, -1.692)  0.0103
C (-5.308, -1.770, 0.217)  -0.0074
H (-3.394, -2.517, -2.041)  0.1201
H (-2.539, -1.240, -1.084)  0.0035
H (-3.177, -0.762, -2.470)  0.0791
H (-6.276, -1.663, 0.116)  0.0164
H (-4.930, -1.141, 1.069)  0.1247
H (-5.145, -2.866, 0.405)  0.0971
C (2.989, -0.656, 5.577)  -0.0421
C (3.719, -1.332, 4.393)  -0.4715
O (4.821, -1.849, 4.615)  0.0160
C (3.036, -1.322, 3.009)  -0.0057
H (3.194, -1.076, 6.607)  0.0872
H (1.894, -0.536, 5.256)  0.0609
H (3.384, 0.499, 5.445)  0.1378
H (2.998, -0.297, 2.505)  0.1186
H (2.039, -1.487, 3.281)  0.0559
H (3.687, -1.840, 2.367)  0.0595